Entry 1:
Molecular formula: C52H44BrIrNO4PSb
Method: DFT, ωB97M-V/def2-TZVPD

Output
Spin multiplicity   1
Relative energy (zero: lowest compared OMol25 entry of this formula, charge and spin)   40.5 kcal/mol
HOMO energy   -9.5 eV
LUMO   -2.92 eV
M   1171.78 u
Charge   +1
Maximum force   3.44 eV/Å

Each line ends with the Löwdin charge.
Atoms and positions in Å:
1 Ir 1.66244 0.12279 0.08624  1.1764
2 O 1.63271 0.29838 2.61601  -0.1474
3 C 2.56246 1.27418 3.09583  -0.2388
4 C 3.89482 0.62039 3.33484  -0.1443
5 C 4.29340 -0.35017 2.21988  -0.1298
6 C 4.68405 0.29482 0.92289  -0.2187
7 C 6.03051 0.34630 0.57060  0.0111
8 C 6.42217 0.86519 -0.64771  -0.0206
9 C 5.45348 1.36715 -1.50364  -0.0222
10 C 4.14203 1.31833 -1.10143  -0.1201
11 N 3.74688 0.78908 0.07527  -0.0026
12 H 0.75179 0.50765 2.94059  0.0745
13 H 2.19636 1.72332 4.01871  0.1338
14 H 2.66147 2.05999 2.34681  0.0768
15 H 3.86590 0.05319 4.26649  0.1248
16 H 4.63645 1.41624 3.44979  0.1283
17 H 3.47593 -1.03740 2.02570  0.0844
18 H 5.13835 -0.93495 2.57809  0.1260
19 H 6.76368 -0.04721 1.26190  0.1263
20 H 7.46796 0.86981 -0.93093  0.1228
21 H 5.70719 1.78340 -2.46836  0.1211
22 H 3.36487 1.72053 -1.73487  0.1020
23 O 1.81622 -0.88068 -2.28772  0.0848
24 C 1.46984 0.20536 -1.94786  -0.4337
25 C 1.01646 1.43012 -2.63291  -0.2417
26 C 0.99623 1.52036 -4.01872  -0.0023
27 C 0.72340 2.73639 -4.62206  -0.0415
28 C 0.47848 3.86127 -3.84828  -0.0399
29 C 0.46541 3.75938 -2.46462  -0.0507
30 C 0.70690 2.53230 -1.85983  -0.3057
31 P 0.68086 2.22367 -0.05686  1.0019
32 C 1.36107 3.77732 0.62271  -0.3285
33 C 0.53836 4.85329 0.95780  -0.0738
34 C 1.10078 6.05776 1.36684  -0.0562
35 C 2.47936 6.19970 1.44019  -0.0619
36 C 3.30403 5.14378 1.07506  -0.0600
37 C 2.74871 3.94101 0.66577  -0.1026
38 C -1.06867 2.36043 0.38987  -0.4455
39 C -1.40217 2.32605 1.74054  -0.1377
40 C -2.71806 2.48687 2.14141  -0.0592
41 C -3.71277 2.69217 1.19235  -0.0624
42 C -3.38445 2.73421 -0.15477  -0.0723
43 C -2.06717 2.55397 -0.55777  -0.1271
44 H 1.21991 0.63341 -4.60240  0.1322
45 H 0.72027 2.81905 -5.70241  0.1170
46 H 0.30157 4.81770 -4.32689  0.1175
47 H 0.26925 4.63058 -1.84996  0.1161
48 H -0.53808 4.76288 0.89621  0.1082
49 H 0.45438 6.89002 1.61762  0.1132
50 H 2.91105 7.13589 1.77338  0.1126
51 H 4.38117 5.26155 1.09951  0.1117
52 H 3.39179 3.12590 0.36696  0.0729
53 H -0.62340 2.20094 2.48840  0.1027
54 H -2.96875 2.47577 3.19537  0.1146
55 H -4.74236 2.82582 1.50385  0.1184
56 H -4.15359 2.92132 -0.89414  0.1176
57 H -1.81916 2.58554 -1.61066  0.0976
58 Br -1.33088 -7.06309 0.05888  0.7578
59 C 0.28368 -6.07499 0.11018  -0.6585
60 C 1.49415 -6.74591 0.06739  -0.1094
61 C 2.67404 -6.01573 0.11095  -0.0556
62 C 2.63970 -4.63330 0.18136  -0.0076
63 C 1.41571 -3.97250 0.20566  -0.1119
64 C 0.22777 -4.69354 0.17977  -0.0517
65 C 1.40014 -2.48649 0.23824  -0.5484
66 O 2.49184 -1.86152 0.42294  -0.1093
67 O 0.34051 -1.82449 0.07467  -0.1474
68 H 1.51595 -7.82571 -0.00298  0.1064
69 H 3.62423 -6.53447 0.08396  0.1118
70 H 3.55280 -4.05456 0.21182  0.1185
71 H -0.71643 -4.17472 0.22208  0.0825
72 C -7.13998 0.08338 -0.04036  -0.0911
73 C -6.41047 0.19967 -1.21692  -0.0877
74 C -5.04291 -0.05813 -1.21839  -0.1355
75 C -4.39369 -0.43611 -0.04296  -0.3782
76 C -5.13346 -0.55193 1.13406  -0.1437
77 C -6.50227 -0.30134 1.13326  -0.0867
78 Sb -2.26476 -0.77556 0.00819  1.5956
79 C -2.36783 -2.36115 1.44251  -0.4026
80 C -1.53595 -2.27303 2.55713  -0.1508
81 C -1.57136 -3.25654 3.53902  -0.0801
82 C -2.45096 -4.32663 3.41458  -0.0810
83 C -3.29248 -4.41250 2.31470  -0.0899
84 C -3.25555 -3.43170 1.32738  -0.1324
85 C -2.02205 -1.53189 -1.98126  -0.3671
86 C -1.93856 -2.88625 -2.30606  -0.1040
87 C -1.73588 -3.27379 -3.62564  -0.0701
88 C -1.62335 -2.31606 -4.62644  -0.0815
89 C -1.71317 -0.96700 -4.31020  -0.0909
90 C -1.90277 -0.57501 -2.98712  -0.1646
91 H -8.20373 0.28979 -0.03915  0.1025
92 H -6.91010 0.48759 -2.13497  0.1029
93 H -4.48646 0.02382 -2.14671  0.0866
94 H -4.64732 -0.84310 2.06018  0.0958
95 H -7.07340 -0.40561 2.04914  0.1034
96 H -0.84167 -1.44135 2.64286  0.0748
97 H -0.91504 -3.18807 4.39896  0.1027
98 H -2.48395 -5.09364 4.18025  0.1064
99 H -3.97880 -5.24550 2.21864  0.1062
100 H -3.91943 -3.50626 0.47241  0.1075
101 H -2.02964 -3.64514 -1.53764  0.0838
102 H -1.66307 -4.32623 -3.87518  0.1076
103 H -1.47294 -2.62175 -5.65491  0.1043
104 H -1.62836 -0.21799 -5.09076  0.1014
105 H -1.95366 0.48389 -2.74224  0.0789

Entry 2:
Molecular formula: C52H45N8P2Tl
Method: DFT, ωB97M-V/def2-TZVPD

Output
Spin multiplicity   1
Relative energy (zero: lowest compared OMol25 entry of this formula, charge and spin)   30.4 kcal/mol
HOMO energy   -11.6 eV
LUMO   -5.08 eV
M   1048.32 u
Charge   +2
Maximum force   2.61 eV/Å

Each line ends with the Löwdin charge.
Atoms and positions in Å:
1 Tl 0.52849 0.05740 -0.57950  0.8191
2 C 0.76601 4.29653 1.44353  -0.0228
3 C 0.22864 3.27331 0.64698  -0.1393
4 N 0.96879 2.42972 -0.01546  0.0344
5 C 2.33620 2.57393 -0.04755  -0.1965
6 C 2.95334 3.56267 0.77952  -0.1552
7 C 2.12775 4.44023 1.54107  0.0265
8 C 4.34372 3.64229 0.87438  -0.0411
9 C 5.09672 2.81691 0.08243  -0.0318
10 C 4.46814 1.76387 -0.66690  -0.0026
11 C 3.10328 1.64157 -0.73232  -0.2627
12 N 2.46813 0.54593 -1.35192  -0.0512
13 C 3.02047 -0.20243 -2.40309  -0.2224
14 C 4.06537 0.20727 -3.19950  -0.0176
15 C 4.60101 -0.62367 -4.21357  -0.0428
16 C 4.03696 -1.84473 -4.50585  -0.0202
17 C 3.04495 -2.35456 -3.62187  -0.1433
18 C 2.39914 -3.60736 -3.75009  0.0176
19 C 1.45995 -4.08684 -2.87418  -0.0100
20 C 1.05897 -3.18403 -1.86945  -0.1321
21 N 1.53511 -1.98370 -1.78140  0.0450
22 C 2.52244 -1.53657 -2.61727  -0.1657
23 H 0.08989 4.94750 1.97187  0.1111
24 H -0.80202 3.05112 0.61709  0.0938
25 H 2.58825 5.18565 2.19964  0.1346
26 H 4.79435 4.38934 1.49630  0.1140
27 H 6.17795 2.95479 -0.01435  0.1184
28 H 5.17460 1.09169 -1.15862  0.1141
29 H 4.54861 1.13312 -3.01414  0.0930
30 H 5.54108 -0.37506 -4.68956  0.1160
31 H 4.38448 -2.45266 -5.32094  0.1137
32 H 2.68939 -4.25218 -4.54462  0.1173
33 H 1.06000 -5.06972 -2.98665  0.1088
34 H 0.29045 -3.48134 -1.18819  0.0940
35 C -2.93583 -0.91483 -1.29466  -0.3072
36 N -2.87513 -0.98807 0.17931  -0.1835
37 C -2.08085 -2.12848 0.67080  -0.2941
38 P -0.48339 -1.44523 1.30154  1.0120
39 C -0.97743 -0.64223 2.81813  -0.3600
40 C -1.14774 0.74944 2.93423  -0.1313
41 C -1.67287 1.34911 4.05161  -0.0598
42 C -1.96019 0.54960 5.14374  -0.0540
43 C -1.87212 -0.81513 5.03702  -0.0503
44 C -1.35116 -1.43680 3.89026  -0.0578
45 C 0.51985 -2.89891 1.68317  -0.3548
46 C -0.04883 -4.13553 1.88287  -0.1067
47 C 0.73245 -5.28388 1.85804  -0.0637
48 C 2.10022 -5.20050 1.76631  -0.0503
49 C 2.69812 -3.94740 1.61509  -0.0749
50 C 1.94540 -2.83136 1.55937  -0.1056
51 C -4.15345 -0.75526 0.92174  -0.2362
52 C -5.28985 -1.53908 0.70741  -0.0137
53 C -6.50523 -1.24182 1.36863  -0.0609
54 C -6.53805 -0.20594 2.26348  -0.0748
55 C -5.42032 0.60451 2.43499  -0.0683
56 C -4.24945 0.31422 1.79622  -0.0500
57 P -1.74582 0.28877 -1.97964  1.0211
58 C -2.46607 1.95181 -1.86255  -0.3460
59 C -1.71098 3.04445 -2.29129  -0.1001
60 C -2.21621 4.33770 -2.18655  -0.0739
61 C -3.50573 4.55588 -1.77464  -0.0447
62 C -4.30287 3.43825 -1.38856  -0.0417
63 C -3.72766 2.18590 -1.32521  -0.0907
64 C -1.48283 -0.11764 -3.68605  -0.3631
65 C -2.44941 -0.73755 -4.50316  -0.0642
66 C -2.18105 -0.82595 -5.86167  -0.0366
67 C -0.89063 -0.48122 -6.36989  -0.0462
68 C 0.03053 0.15146 -5.59486  -0.0606
69 C -0.24238 0.32292 -4.23254  -0.0851
70 H -3.92331 -0.66501 -1.58103  0.0829
71 H -2.67760 -1.89231 -1.75993  0.1088
72 H -1.91277 -2.86673 -0.13073  0.0925
73 H -2.63346 -2.69224 1.45721  0.1166
74 H -0.93584 1.34465 2.07066  0.0650
75 H -1.73119 2.42739 3.98705  0.1187
76 H -2.36631 0.93973 6.03237  0.1033
77 H -2.19140 -1.38187 5.91232  0.1206
78 H -1.39232 -2.52480 3.91947  0.1129
79 H -1.14624 -4.21946 2.05868  0.1166
80 H 0.21129 -6.25133 1.90127  0.1247
81 H 2.71925 -6.06913 1.68446  0.1113
82 H 3.80119 -3.89060 1.54148  0.1281
83 H 2.39132 -1.88828 1.31794  0.0613
84 H -5.30050 -2.35917 0.02570  0.1085
85 H -7.35449 -1.86799 1.12025  0.1140
86 H -7.46923 -0.11782 2.84403  0.1237
87 H -5.49035 1.47724 3.08027  0.1162
88 H -3.39686 1.04449 1.88771  0.1172
89 H -0.73054 2.92900 -2.76791  0.1131
90 H -1.56615 5.16841 -2.47370  0.1222
91 H -3.96884 5.51934 -1.69243  0.1092
92 H -5.37657 3.56320 -1.14816  0.1259
93 H -4.32198 1.31155 -1.03596  0.0976
94 H -3.40200 -1.05252 -4.12756  0.1037
95 H -2.82144 -1.40053 -6.49211  0.1049
96 H -0.78105 -0.67530 -7.42745  0.1153
97 H 1.00045 0.45958 -5.96258  0.1184
98 H 0.47559 0.80156 -3.57049  0.0782
99 N 4.51008 0.17079 4.31117  0.2011
100 C 3.65276 1.18601 4.59460  -0.4839
101 N 4.02836 2.03834 5.54992  0.1759
102 N 2.58856 1.52692 3.91288  0.1271
103 C 2.28109 0.93288 2.78338  -0.2923
104 N 2.06786 0.42386 1.76400  0.1479
105 H 5.28966 -0.00338 4.88514  0.0997
106 H 4.42846 -0.43683 3.51644  0.1094
107 H 4.82049 1.97495 6.18214  0.1293
108 H 3.41035 2.79418 5.79103  0.1184

Which of these has the lowest relative energy (zero: lowest compared OMol25 entry of this formula, charge and spin)? C52H45N8P2Tl